# 1
Here is a structure of composition C46H36N6OPtSSiTe from OMol25. Energies are from ωB97M-V with the def2-TZVPD basis set.

The geometry in XYZ format:
```
93
C46H36N6OPtSSiTe ωB97M-V with the def2-TZVPD basis set
Pt -0.02218 0.20053 -1.08165
N -0.51185 -0.68990 6.21175
C -0.33764 -1.41929 7.36579
C -0.59419 -1.14041 8.70846
C -0.28440 -2.13430 9.60742
C 0.26148 -3.36752 9.19597
C 0.51229 -3.63760 7.87213
C 0.20639 -2.64012 6.94008
N 0.35259 -2.63977 5.56880
C -0.08075 -1.47436 5.17302
C -0.10971 -1.08432 3.76820
C 0.36255 -1.98952 2.81258
C 0.33532 -1.64464 1.48588
N -0.14674 -0.46385 1.05529
C -0.60741 0.40443 1.96280
C -0.59514 0.13973 3.31506
H -0.88482 0.24099 6.15569
H -1.01389 -0.19648 9.03072
H -0.46480 -1.96419 10.66112
H 0.48625 -4.11476 9.94589
H 0.92930 -4.58117 7.54690
H 0.74072 -2.94854 3.13836
H 0.70227 -2.33176 0.73566
H -0.99700 1.33613 1.59149
H -0.96279 0.89980 3.99139
N 2.42130 -6.32626 -2.78657
C 3.43572 -7.25169 -2.86275
C 3.47473 -8.57511 -3.30563
C 4.69281 -9.20635 -3.22595
C 5.84164 -8.55482 -2.72462
C 5.79932 -7.25465 -2.28909
C 4.56757 -6.58989 -2.35860
N 4.23884 -5.30659 -1.99336
C 2.96503 -5.18144 -2.25797
C 2.24513 -3.94332 -2.02908
C 0.88756 -3.76636 -2.31444
C 0.30049 -2.54338 -2.09831
N 0.98305 -1.49104 -1.60141
C 2.29518 -1.65507 -1.31645
C 2.94381 -2.84351 -1.51468
H 1.47108 -6.47478 -3.07567
H 2.59818 -9.07966 -3.69066
H 4.77479 -10.23325 -3.55750
H 6.77426 -9.10201 -2.68715
H 6.67501 -6.74868 -1.90510
H 0.27703 -4.56809 -2.70624
H -0.74545 -2.38287 -2.32275
H 2.81614 -0.79079 -0.92916
H 3.99504 -2.95091 -1.28523
Te -0.08258 0.99797 -3.76606
C -0.05533 1.61821 -5.72484
C 0.50368 2.79008 -6.23372
C 0.36766 2.87310 -7.62014
C -0.28673 1.77992 -8.15248
S -0.74469 0.64493 -6.97833
H 0.98960 3.53699 -5.62058
H 0.72943 3.70081 -8.21388
H -0.51424 1.60246 -9.19458
O -0.84444 1.88787 -0.74291
Si -1.60059 3.33113 -0.51845
C -1.23736 4.08879 1.15017
C -0.03280 3.81837 1.81136
C 0.24202 4.38318 3.05023
C -0.67890 5.24051 3.63781
C -1.87055 5.53363 2.98795
C -2.15117 4.95714 1.75509
C -1.05611 4.57992 -1.80672
C 0.00505 4.29763 -2.67393
C 0.42387 5.23012 -3.61947
C -0.22107 6.45430 -3.70513
C -1.27384 6.74780 -2.84565
C -1.68604 5.82153 -1.89653
C -3.43570 3.03344 -0.71180
C -4.21146 2.64982 0.38773
C -5.57436 2.43294 0.23723
C -6.16520 2.57390 -1.01242
C -5.39998 2.93821 -2.11388
C -4.03690 3.15827 -1.96864
H 0.70704 3.17076 1.34811
H 1.17752 4.16154 3.54997
H -0.46304 5.69277 4.59784
H -2.58318 6.21357 3.43693
H -3.09291 5.18607 1.26730
H 0.53150 3.34734 -2.59214
H 1.26153 5.00924 -4.27233
H 0.10153 7.18683 -4.43409
H -1.77512 7.70523 -2.90978
H -2.50420 6.07406 -1.23017
H -3.75835 2.54449 1.36789
H -6.17192 2.15426 1.09593
H -7.22792 2.40181 -1.12797
H -5.86193 3.05524 -3.08618
H -3.44595 3.45528 -2.82915
```

Calculated values
Highest occupied orbital energy (spin up / spin down) in eV: -12.0 / -12.0
2S+1: 5
Gap between HOMO and LUMO (spin up / spin down) in hartree: 0.2421 / 0.1297
ΔE to the lowest compared entry with this formula, charge and spin in kJ/mol: 68.6
E_LUMO (spin up / spin down) in eV: -5.454 / -8.502
Total charge: +2

---

# 2
Here is a cluster of 2 separate species, C2H6OSi in total from OMol25. Energies are from ωB97M-V with the def2-TZVPD basis set.

The geometry in XYZ format:
```
10
C2H6OSi ωB97M-V with the def2-TZVPD basis set
C 1.63409 -1.60706 -1.07378
C -0.88071 1.59082 0.99036
O 0.65233 -1.13700 -0.54065
Si -1.24109 0.39366 -0.59740
H 2.77857 -1.63410 -0.67829
H 1.46629 -2.17532 -1.95434
H -1.81347 1.68815 1.48097
H -0.17747 0.86480 1.63300
H -0.34605 2.48975 0.61541
H -2.07249 -0.47372 0.12472
```

Calculated values
Highest occupied orbital energy in eV: -7.4
Gap between HOMO and LUMO in hartree: 0.2676
ΔE to the lowest compared entry with this formula, charge and spin in kJ/mol: 402.8
E_LUMO in eV: -0.165

---

# 3
Here is the ion C5H8N with charge +1 from OMol25. Energies are from ωB97M-V with the def2-TZVPD basis set.

The geometry in XYZ format:
```
14
C5H8N ωB97M-V with the def2-TZVPD basis set
C -0.62872 0.25762 -1.64611
C -0.44304 -0.30228 -0.13927
C 0.77155 -1.19878 -0.09448
N 1.49493 -0.99726 0.98650
C 0.91889 -0.04195 1.73251
C -0.18338 0.73255 1.05210
H 0.23288 0.76812 -2.09426
H -1.46012 0.99053 -1.59812
H -0.76689 -0.54267 -2.42095
H -1.48317 -0.76081 0.10398
H 0.97269 -1.76178 -1.03998
H 1.37591 0.04470 2.69174
H -1.03512 1.06951 1.70132
H 0.23359 1.74249 0.76502
```

Calculated values
SMILES: C[C@H]1C=[N+]=CC1
Highest occupied orbital energy in eV: -16.1
Gap between HOMO and LUMO in hartree: 0.3339
ΔE to the lowest compared entry with this formula, charge and spin in kJ/mol: 276.5
E_LUMO in eV: -7.002
Total charge: +1

---

# 4
Here is a structure of composition C20H46IrP4Se from OMol25. Energies are from ωB97M-V with the def2-TZVPD basis set.

The geometry in XYZ format:
```
72
C20H46IrP4Se ωB97M-V with the def2-TZVPD basis set
Ir -0.04961 0.03858 0.67604
P -2.36133 -0.10083 0.38545
P 0.15002 -2.41730 0.48766
P -0.07882 2.47855 0.44483
H 2.28323 -0.73195 -0.94817
C 2.02407 0.16213 -0.37427
C 2.16237 0.13062 1.03483
H 2.56114 -0.78596 1.47614
C -3.02193 -0.04246 -1.33425
C -3.30294 -1.54876 0.99458
C -3.33334 1.23621 1.18846
C 1.85503 -3.08736 0.45567
C -0.62320 -3.52507 1.74094
C -0.54716 -3.03489 -1.10025
C 1.56138 3.29008 0.52957
C -0.97290 3.52188 1.67163
C -0.73870 2.99486 -1.19388
H 2.12864 1.10018 -0.92154
H 2.34755 1.06203 1.58150
H -4.12265 -0.11050 -1.30925
H -2.62223 -0.89685 -1.90122
H -2.71162 0.88723 -1.82856
H -4.37206 -1.35881 0.82162
H -3.14737 -1.68396 2.06923
H -3.03229 -2.46041 0.45031
H -4.40190 0.98628 1.11867
H -3.16543 2.19257 0.67555
H -3.06346 1.31594 2.24981
H 1.80567 -4.15800 0.21053
H 2.32498 -2.97500 1.44071
H 2.45924 -2.58005 -0.30260
H -0.44613 -4.57000 1.44362
H -1.70535 -3.37507 1.80493
H -0.17788 -3.37733 2.73122
H -0.15859 -4.04547 -1.30270
H -0.25358 -2.35457 -1.91755
H -1.64311 -3.08766 -1.04770
H 1.43691 4.34537 0.24846
H 2.28393 2.82597 -0.14638
H 1.93582 3.23715 1.55973
H -1.24061 4.47906 1.20442
H -0.31797 3.72099 2.52816
H -1.89289 3.05758 2.03534
H -0.42161 4.03001 -1.39573
H -1.83676 2.94907 -1.19244
H -0.35495 2.33071 -1.98465
C 1.18817 0.07211 -4.64191
C 2.51393 -0.10595 -4.15299
C 3.61049 -0.09770 -5.01833
C 3.41499 0.15276 -6.39168
C 2.11753 0.41836 -6.88615
C 1.03345 0.39619 -6.01694
Se -0.27518 -0.16815 -3.59202
H -0.50567 -0.06353 -0.88389
H 2.64444 -0.28650 -3.09262
H 4.62458 -0.27492 -4.63945
H 4.25701 0.16246 -7.08030
H 1.95746 0.64546 -7.94532
H 0.02452 0.58637 -6.37559
C 0.16403 1.53242 3.99872
P -0.02354 -0.03467 3.08347
C 1.31529 -1.04712 3.81166
C -1.45220 -0.81034 3.91434
H 1.00716 2.11079 3.58372
H 0.38908 1.29578 5.05079
H -0.77530 2.10671 3.96710
H 1.18775 -1.04545 4.90675
H 1.26792 -2.07653 3.44467
H 2.29953 -0.63135 3.58551
H -1.25963 -0.76187 4.99766
H -2.39175 -0.28407 3.71551
H -1.53567 -1.85600 3.59878
```

Calculated values
Highest occupied orbital energy (spin up / spin down) in eV: -16.1 / -20.8
2S+1: 6
Gap between HOMO and LUMO (spin up / spin down) in hartree: 0.1692 / 0.1634
ΔE to the lowest compared entry with this formula, charge and spin in kJ/mol: 39.8
E_LUMO (spin up / spin down) in eV: -11.499 / -16.348
Total charge: +4

---

# 5
Here is a structure of composition C30H30BN9OSTi from OMol25. Energies are from ωB97M-V with the def2-TZVPD basis set.

The geometry in XYZ format:
```
73
C30H30BN9OSTi ωB97M-V with the def2-TZVPD basis set
Ti -0.05977 0.36522 -0.16797
C 2.76007 -1.11760 2.55750
C 2.13351 -1.22830 1.34571
N 1.13168 -0.31966 1.26291
N 1.11591 0.38041 2.45265
C 2.08550 -0.09056 3.22511
B -0.10227 1.36274 2.79551
N -0.04613 2.54027 1.78836
C 0.01137 3.84935 2.00355
C 0.15175 4.49739 0.77849
C 0.18818 3.48811 -0.15458
N 0.05461 2.28776 0.45748
N -1.38950 0.54491 2.47646
C -2.24957 -0.10094 3.26903
C -3.13990 -0.82152 2.49180
C -2.72693 -0.59613 1.19338
N -1.67167 0.23161 1.17204
N -0.03325 1.89406 4.18446
C -0.98062 2.22198 5.10979
C -0.36028 2.88515 6.12919
C 0.99580 2.93569 5.74378
N 1.19328 2.36205 4.57320
H 3.59027 -1.69586 2.92293
H 2.33113 -1.89367 0.52139
H 2.24469 0.33572 4.20182
H -0.01617 4.24150 3.00816
H 0.23745 5.55572 0.60681
H 0.31235 3.53824 -1.22383
H -2.17084 -0.03669 4.34096
H -3.96031 -1.42986 2.82865
H -3.11948 -0.99939 0.27446
H -2.02769 2.01519 4.96866
H -0.81446 3.28307 7.01967
H 1.82829 3.37539 6.27089
O -0.67678 -1.22924 -1.01440
S -0.85739 -1.57202 -2.56199
C 0.23747 -2.89859 -2.80808
C 1.05998 -2.80138 -3.92437
C 1.95672 -3.83361 -4.17150
C 2.02999 -4.90614 -3.29625
C 1.21353 -4.97191 -2.16633
C 0.30079 -3.96666 -1.91275
C -2.47395 -2.27706 -2.65229
C -3.54370 -1.41790 -2.40439
C -4.83366 -1.89873 -2.53260
C -5.04880 -3.21403 -2.93544
C -3.97682 -4.04642 -3.21528
C -2.67444 -3.58459 -3.07693
H 1.00334 -1.94137 -4.58049
H 2.60063 -3.79215 -5.03906
H 2.73349 -5.70512 -3.48987
H 1.28620 -5.81501 -1.49274
H -0.35012 -4.00772 -1.04872
H -3.37926 -0.38059 -2.13258
H -5.67291 -1.24434 -2.33960
H -6.05911 -3.58372 -3.04790
H -4.14721 -5.06180 -3.54590
H -1.84506 -4.23614 -3.31034
C -1.66031 1.84325 -2.60468
C -0.20543 1.56682 -2.83652
C 0.56161 1.76056 -3.93158
C 1.89525 1.31854 -3.61745
C 1.91617 0.87681 -2.33772
C 3.06397 0.36338 -1.53529
N 0.60269 1.01512 -1.81886
H -1.89979 2.89241 -2.78205
H -1.98049 1.64897 -1.57165
H -2.30142 1.25034 -3.25948
H 0.22715 2.18008 -4.86804
H 2.75482 1.36304 -4.26873
H 3.99384 0.60970 -2.04433
H 3.04527 -0.72396 -1.41962
H 3.11566 0.81635 -0.54297
```

Calculated values
Highest occupied orbital energy in eV: -13.4
Gap between HOMO and LUMO in hartree: 0.2384
E_LUMO in eV: -6.947
Total charge: +2

---

# 6
Here is the ion H2NO3S with charge -1 from OMol25. Energies are from ωB97M-V with the def2-TZVPD basis set.

The geometry in XYZ format:
```
7
H2NO3S ωB97M-V with the def2-TZVPD basis set
N -0.35277 0.30945 -0.04264
S -1.38581 -0.74238 -0.81479
O -0.48501 -2.19666 -0.80141
O -2.50185 -0.84794 0.07898
O -1.71361 -0.25632 -2.15639
H -0.17518 -0.40341 0.72358
H 0.44357 0.46022 -0.74980
```

Calculated values
SMILES: NS(=O)(=O)[O-]
Highest occupied orbital energy in eV: -4.4
Gap between HOMO and LUMO in hartree: 0.3112
ΔE to the lowest compared entry with this formula, charge and spin in kJ/mol: 130.2
E_LUMO in eV: 4.048
Total charge: -1

---

Number 1: F_max 0.0334 hartree/bohr. Number 2: F_max 0.0791 hartree/bohr. Number 3: F_max 0.0563 hartree/bohr. Number 4: F_max 0.0590 hartree/bohr. Number 5: F_max 0.0132 hartree/bohr. Number 6: F_max 0.1225 hartree/bohr.